DFT (the ωB97M-V functional and the def2-TZVPD basis) results for 2 unconnected molecules or ions with the total composition CH2O3S2 at a distorted geometry.

The geometry in XYZ format:
```
8
Properties=species:S:1:pos:R:3
O 1.412 -0.293 0.506
S 1.323 0.442 -0.692
O 0.447 -0.052 -1.704
S 2.301 1.977 -0.974
C -1.371 -0.504 0.712
O -0.910 0.573 0.667
H -1.156 -1.353 -0.007
H -2.046 -0.789 1.491
```

Results
* LUMO energy: -0.574 eV
* energy relative to the best compared isomer or geometry (same formula, charge and spin): 144.15 kJ/mol
* SMILES string: O=S(=O)=S.C=O
* spin multiplicity: 1
* energy: -1061.31871 Eh
* orbital gap: 9.8 eV
* HOMO level: -10.4 eV

Atom charges from the Mulliken analysis, given in e for atoms 1 to 5: -0.4079, 0.9548, -0.4223, -0.1445, -0.0597

DFT (the ωB97M-V functional and the def2-TZVPD basis) results for 2 unconnected molecules or ions with the total composition C30H26NO6S2 at a distorted geometry.

The geometry in XYZ format:
```
65
Properties=species:S:1:pos:R:3
C -5.240 -2.461 -1.736
C -4.416 -1.582 -1.028
C -3.175 -2.019 -0.564
C -2.732 -3.322 -0.823
C -1.316 -3.703 -0.411
C -0.204 -2.946 -1.171
C 0.992 -3.863 -1.427
O 2.164 -3.095 -1.114
C 1.789 -1.901 -0.595
O 2.634 -1.080 -0.267
N 0.416 -1.787 -0.513
C -3.570 -4.203 -1.525
C -4.815 -3.775 -2.005
H -6.204 -2.122 -2.119
H -4.721 -0.546 -0.834
H -2.536 -1.354 0.026
H -1.167 -3.493 0.659
H -1.174 -4.782 -0.577
H -0.598 -2.596 -2.153
H 0.987 -4.784 -0.823
H 1.072 -4.209 -2.466
H -3.241 -5.240 -1.669
H -5.445 -4.461 -2.574
C 0.088 -1.432 4.682
C -0.167 -0.064 4.802
C 0.438 0.835 3.929
C 1.287 0.342 2.936
S 2.019 1.500 1.804
C 1.118 1.237 0.267
C 0.202 0.254 -0.083
C -0.832 0.649 -1.106
C -1.712 1.710 -0.790
C -2.730 2.120 -1.648
C -2.962 1.437 -2.846
C -2.134 0.361 -3.172
C -1.072 0.002 -2.333
S 1.216 2.849 -0.599
C 2.784 3.688 -0.172
C 2.778 4.828 0.638
C 3.986 5.454 0.958
C 5.193 4.958 0.467
C 5.181 3.879 -0.422
C 3.971 3.271 -0.775
O 1.268 2.590 -2.018
O 0.206 3.715 -0.025
O 1.590 2.794 2.325
O 3.417 1.235 1.643
C 1.546 -1.016 2.799
C 0.928 -1.912 3.671
H -0.373 -2.132 5.377
H -0.835 0.326 5.572
H 0.257 1.907 3.990
H -0.056 -0.530 0.622
H -1.596 2.181 0.187
H -3.328 2.984 -1.362
H -3.779 1.730 -3.496
H -2.315 -0.198 -4.094
H -0.401 -0.816 -2.622
H 1.837 5.203 1.028
H 3.969 6.334 1.604
H 6.139 5.419 0.757
H 6.107 3.505 -0.851
H 3.935 2.453 -1.492
H 2.220 -1.348 2.006
H 1.114 -2.978 3.553
```

Results
* LUMO energy: 2.750 eV
* energy relative to the best compared isomer or geometry (same formula, charge and spin): 0.00 kJ/mol
* spin multiplicity: 1
* energy: -2461.31888 Eh
* orbital gap: 7.8 eV
* HOMO level: -5.1 eV
* charge: -1

Atom charges from the Mulliken analysis, given in e for atoms 1 to 5: -0.4726, -0.5028, -0.1050, 0.5034, -1.4005

DFT (the ωB97M-V functional and the def2-TZVPD basis) results for a molecular structure, C27H22F9IrN3O2P at a distorted geometry.

The geometry in XYZ format:
```
65
Properties=species:S:1:pos:R:3
Ir 0.288 -0.057 1.150
O -0.077 -0.249 3.269
C -0.630 -1.505 3.733
C -0.803 -2.458 2.578
C -1.398 -3.689 2.786
C -1.591 -4.545 1.715
C -1.185 -4.138 0.449
C -0.596 -2.905 0.308
N -0.383 -2.070 1.349
H -0.636 0.498 3.548
H -1.595 -1.314 4.201
H 0.050 -1.912 4.483
H -1.715 -3.965 3.783
H -2.061 -5.508 1.862
H -1.328 -4.767 -0.418
H -0.284 -2.548 -0.658
N 2.456 -0.299 -0.999
P 0.835 0.205 -1.052
C 0.860 1.975 -1.552
C 1.155 2.318 -2.889
C 1.200 3.671 -3.337
C 1.000 4.689 -2.442
C 0.720 4.363 -1.111
C 0.672 2.998 -0.662
C 0.166 -0.637 -2.485
C 0.704 -1.872 -2.876
C 0.190 -2.531 -3.982
C -0.851 -1.965 -4.707
C -1.377 -0.734 -4.333
C -0.871 -0.068 -3.229
C 3.118 -0.446 0.210
C 4.485 -0.694 0.279
C 5.072 -0.840 1.521
C 4.290 -0.722 2.675
C 2.951 -0.476 2.538
N 2.359 -0.348 1.324
H 3.002 -0.423 -1.841
H 1.375 1.532 -3.606
H 1.402 3.873 -4.381
H 1.031 5.728 -2.745
H 0.497 5.153 -0.402
H 0.437 2.814 0.380
H 1.540 -2.309 -2.344
H 0.610 -3.480 -4.288
H -1.244 -2.477 -5.575
H -2.181 -0.291 -4.905
H -1.303 0.882 -2.945
H 5.065 -0.771 -0.631
H 6.132 -1.040 1.597
H 4.719 -0.818 3.661
H 2.298 -0.366 3.396
F -2.319 1.866 -1.083
C -2.886 1.159 -0.081
F -4.195 1.246 -0.193
F -2.521 -0.125 -0.274
C -2.354 1.673 1.278
O -1.004 1.458 1.439
C -2.559 3.216 1.392
F -1.711 3.828 0.536
F -2.261 3.622 2.618
F -3.794 3.562 1.087
C -3.102 0.945 2.445
F -2.993 -0.392 2.277
F -2.495 1.216 3.619
F -4.374 1.265 2.544
```

Results
* LUMO energy (spin up / spin down): -10.633 / -13.104 eV
* energy relative to the best compared isomer or geometry (same formula, charge and spin): 52.43 kJ/mol
* spin multiplicity: 2
* energy: -2700.35941 Eh
* orbital gap (spin up / spin down): 7.1 / 4.6 eV
* HOMO level (spin up / spin down): -17.7 / -17.7 eV
* ⟨S²⟩: 0.769
* charge: +3

Atom charges from the Mulliken analysis, given in e for atoms 1 to 5: 1.5359, -0.5809, -0.6082, 0.8227, -1.1291